Below is C21H32Cl5N6NiS3Si2Te as an isolated structure in a non-equilibrium geometry, with properties calculated with ωB97M-V with the def2-TZVPD basis set.

The HOMO energy (spin up / spin down) comes out at -10.91 / -10.91 eV. The calculation puts the LUMO energy (spin up / spin down) at -0.1114 / -0.1116 Ha. For the HOMO-LUMO gap (spin up / spin down), the calculation gives 0.290 / 0.289 hartree. The charge is +1.

The geometry in XYZ format:
```
71
Properties=species:S:1:pos:R:3:forces:R:3:mulliken_charge:R:1
Ni 1.1200 -1.7028 0.7606 -1.19 0.01 0.08 -0.48
Cl -1.3616 -0.3145 3.0864 0.02 -0.21 0.02 -0.12
C 0.3014 -0.5935 3.5227 -0.13 -0.05 0.13 1.17
C 1.1694 -1.1539 2.6030 0.18 0.02 -0.47 -2.04
C 2.4575 -1.4057 3.0480 -0.05 0.04 -0.03 1.43
Cl 3.5232 -2.1175 1.8756 0.43 -0.05 -0.04 -0.13
C 2.9119 -1.1216 4.3233 0.06 -0.02 0.00 -0.17
Cl 4.5334 -1.4549 4.7622 -0.01 0.02 0.08 -0.17
C 2.0145 -0.5545 5.2278 0.00 0.02 0.04 0.35
Cl 2.5203 -0.1798 6.8195 0.05 -0.01 0.04 -0.16
C 0.7049 -0.2982 4.8295 -0.10 0.03 -0.07 0.22
Cl -0.4129 0.3698 5.9443 -0.01 0.04 0.07 -0.16
N -0.2105 -3.8950 3.4051 0.26 -0.08 -0.12 -0.28
C 0.5962 -4.3296 2.4177 -0.22 0.00 -0.03 0.42
N 0.8321 -3.6824 1.2954 0.38 0.29 -0.09 -0.12
C 1.5973 -4.4640 0.4321 -0.11 0.35 -0.09 -0.26
C 1.9702 -5.6630 0.8994 0.15 -0.32 0.01 -0.28
S 1.3307 -5.8930 2.4829 -0.04 -0.10 0.12 -0.21
C 1.8681 -3.8693 -0.8710 -0.20 0.28 0.23 -0.11
C 2.3869 -4.4544 -1.9581 0.19 -0.29 -0.23 -0.21
S 2.3951 -3.3467 -3.2742 0.06 -0.05 -0.19 -0.19
C 1.6809 -2.1429 -2.2738 -0.03 -0.02 0.11 0.81
N 1.4813 -2.5327 -1.0326 0.01 -0.01 0.16 0.32
N 1.3886 -0.9148 -2.7648 0.24 -0.21 0.04 -0.19
H -0.5586 -2.9538 3.3623 -0.07 0.12 0.00 0.13
H -0.2347 -4.3708 4.2905 0.00 0.04 -0.05 0.23
H 2.5770 -6.4203 0.4214 -0.12 0.13 0.10 0.44
H 2.7391 -5.4706 -2.0715 -0.06 0.18 -0.01 0.44
H 1.3820 -0.8030 -3.7647 0.00 -0.01 -0.03 0.25
H 0.6709 -0.4031 -2.2807 -0.15 0.11 0.00 -0.44
N -2.1703 3.0551 -2.6843 -0.21 -0.18 0.16 -0.36
C -2.8979 1.3363 -1.0564 0.20 0.27 0.16 0.45
N -3.2337 1.1872 0.3671 0.27 -0.07 -0.29 -0.42
S -1.4704 0.2087 -1.4398 -0.23 -0.01 0.31 -0.37
H -1.9964 4.0338 -2.8632 0.01 0.03 0.03 0.25
H -1.3581 2.5227 -2.9676 0.07 0.01 0.03 0.17
H -3.9189 1.8774 0.6515 -0.02 0.09 -0.02 0.28
H -3.6230 0.2709 0.5494 -0.05 -0.04 0.01 0.24
C 3.6359 1.4300 1.1337 0.13 -0.14 0.24 -0.56
Si 2.8759 2.7058 0.0236 -0.10 -0.13 0.01 0.00
C 4.0542 3.2440 -1.3012 0.22 0.14 -0.22 -1.07
C 2.2445 4.1426 1.0022 -0.11 0.29 0.20 -1.02
C 1.4182 1.8949 -0.8766 -0.19 -0.03 -0.03 -0.31
Te 0.1138 0.6751 0.3076 0.35 0.04 -0.10 0.24
C -2.5091 2.8047 -1.2878 -0.06 -0.20 -0.16 -1.32
Si -4.3340 0.7704 -2.2404 0.31 0.01 0.03 0.42
C -5.5101 2.1922 -2.3706 -0.34 0.20 -0.11 -1.10
C -5.1291 -0.6682 -1.3764 -0.18 -0.35 0.06 -1.14
C -3.6982 0.2310 -3.9022 0.03 -0.14 -0.26 -1.09
H 4.5408 1.7951 1.6341 -0.14 -0.03 -0.08 0.49
H 3.9084 0.5416 0.5574 0.01 -0.02 0.08 0.26
H 2.9284 1.1295 1.9181 0.10 -0.02 -0.06 -0.03
H 4.8669 3.8543 -0.8874 -0.12 -0.11 -0.08 0.34
H 3.5374 3.8464 -2.0577 0.11 -0.07 0.07 0.34
H 4.5034 2.3782 -1.8013 -0.05 0.13 0.03 0.31
H 3.0533 4.5790 1.6003 -0.13 -0.03 -0.07 0.36
H 1.4444 3.8450 1.6904 0.09 0.06 -0.07 0.34
H 1.8560 4.9279 0.3442 0.02 -0.07 0.11 0.31
H 1.7838 1.3161 -1.7213 0.03 -0.04 -0.02 0.39
H 0.7478 2.6739 -1.2520 0.04 -0.02 -0.04 0.17
H -1.7282 3.0750 -0.5689 0.16 0.01 0.11 0.32
H -3.3828 3.4153 -1.0352 0.03 -0.02 -0.03 0.58
H -5.9300 2.4760 -1.3990 0.05 -0.01 -0.12 0.32
H -6.3504 1.9012 -3.0173 0.14 0.09 0.15 0.39
H -5.0279 3.0637 -2.8222 -0.07 -0.08 0.04 0.32
H -5.6015 -0.3731 -0.4342 0.02 -0.08 -0.08 0.34
H -4.3989 -1.4622 -1.1722 -0.13 0.09 0.00 0.32
H -5.9120 -1.1000 -2.0137 0.13 0.06 0.13 0.37
H -3.3893 1.0963 -4.4935 0.01 -0.09 0.04 0.28
H -4.4756 -0.3118 -4.4580 0.13 0.14 0.12 0.38
H -2.8419 -0.4455 -3.7975 -0.12 0.07 -0.07 0.35
```
Positions in Å, forces in eV/Å.

***

Below is C21H32F5NO3PdS4Si as an isolated structure, with properties calculated with ωB97M-V with the def2-TZVPD basis set.

As for the spin multiplicity: 3. The HOMO energy (spin up / spin down) comes out at -7.53 / -7.83 eV. The calculation puts the LUMO energy (spin up / spin down) at -0.0012 / -0.0536 Ha. Its expectation value of S² is 2.01. For the HOMO-LUMO gap (spin up / spin down), the calculation gives 0.275 / 0.234 hartree. The charge is 0.

The geometry in XYZ format:
```
68
Properties=species:S:1:pos:R:3:forces:R:3:nbo_charge:R:1
Pd 0.1979 -0.2039 -0.0206 0.01 0.42 -0.12 0.83
F 6.2938 2.8849 0.4033 0.00 0.00 0.00 -0.29
C 4.9844 2.7004 0.2310 0.05 -0.01 0.01 0.25
C 4.4568 1.4250 0.1844 0.00 -0.01 0.01 0.31
F 5.2545 0.3619 0.3084 0.00 0.00 0.00 -0.30
C 3.0982 1.2637 0.0025 -0.06 -0.14 -0.02 0.28
F 2.6409 -0.0137 -0.0404 0.12 0.02 0.03 -0.32
C 2.2072 2.3167 -0.1468 -0.12 -0.01 0.00 -0.27
S 0.4805 2.1267 -0.4137 0.10 -0.19 -0.04 -0.24
C 2.7792 3.5862 -0.0876 0.00 0.11 -0.01 0.32
F 2.0102 4.6701 -0.2200 -0.01 -0.03 0.00 -0.29
C 4.1352 3.7838 0.0945 -0.01 0.04 0.00 0.27
F 4.6357 5.0196 0.1390 -0.01 0.00 0.00 -0.29
C -2.4025 -0.4141 -2.2151 -0.01 -0.12 -0.05 -0.63
C -2.9881 0.1925 -0.9515 -0.09 -0.12 0.20 0.28
C -3.0847 1.7036 -1.0838 0.05 0.03 0.01 -0.64
C -4.3450 -0.4226 -0.6362 -0.05 0.06 -0.03 -0.63
O -2.0817 -0.1874 0.1207 0.24 0.20 -0.02 -0.96
Si -2.1535 0.0425 1.7875 -0.10 -0.03 0.25 2.18
S -0.1731 -0.2074 2.3854 -0.04 -0.11 -0.02 -0.70
O -2.7929 1.5223 2.0005 -0.09 -0.04 -0.17 -0.97
C -3.4034 2.1522 3.1388 0.09 -0.05 0.03 0.28
C -3.2634 3.6471 2.9003 0.00 0.04 0.01 -0.61
C -2.6765 1.7438 4.4145 0.00 0.00 0.01 -0.64
C -4.8695 1.7437 3.1890 -0.02 -0.02 -0.01 -0.63
O -3.2122 -0.9976 2.4663 -0.11 0.07 -0.03 -0.98
C -3.1782 -2.3921 2.8063 0.09 0.01 -0.03 0.28
C -2.5703 -2.5277 4.1955 -0.01 -0.02 0.03 -0.63
C -4.6283 -2.8509 2.8018 -0.03 0.00 -0.01 -0.61
C -2.3615 -3.1747 1.7846 0.03 0.01 0.00 -0.64
H -3.0048 -0.1330 -3.0800 -0.01 -0.03 0.00 0.22
H -2.3896 -1.5046 -2.1291 0.02 0.01 0.00 0.21
H -1.3845 -0.0454 -2.3717 -0.01 0.07 0.01 0.21
H -3.7328 1.9440 -1.9290 0.01 0.02 0.01 0.21
H -2.1037 2.1445 -1.2658 0.00 -0.02 -0.02 0.23
H -3.4948 2.1481 -0.1804 -0.01 -0.01 0.00 0.24
H -5.0525 -0.1979 -1.4367 0.01 -0.01 0.01 0.21
H -4.7401 -0.0196 0.2977 0.00 0.01 -0.01 0.23
H -4.2607 -1.5056 -0.5346 0.01 0.00 0.00 0.21
H -2.2095 3.9221 2.8499 0.00 0.00 0.00 0.22
H -3.7388 4.2097 3.7059 0.01 0.00 -0.01 0.21
H -3.7356 3.9223 1.9559 -0.01 0.00 0.01 0.21
H -1.6184 1.9995 4.3448 -0.01 0.00 0.00 0.23
H -2.7636 0.6682 4.5838 -0.01 0.01 0.00 0.22
H -3.1079 2.2613 5.2732 0.01 -0.01 0.00 0.21
H -5.3750 2.0486 2.2702 0.00 0.00 0.01 0.21
H -5.3690 2.2227 4.0333 0.00 0.00 -0.01 0.21
H -4.9566 0.6621 3.2941 0.00 0.01 0.00 0.23
H -3.1700 -1.9801 4.9251 0.00 0.00 -0.01 0.21
H -1.5555 -2.1280 4.2019 0.00 -0.01 -0.01 0.23
H -2.5350 -3.5774 4.4941 0.00 0.01 0.00 0.21
H -5.2092 -2.2680 3.5180 0.00 0.00 -0.01 0.21
H -4.6973 -3.9060 3.0720 0.00 0.01 0.00 0.21
H -5.0646 -2.7139 1.8107 0.00 -0.01 0.00 0.21
H -1.3033 -2.9248 1.8747 -0.02 0.00 -0.02 0.23
H -2.6858 -2.9396 0.7691 -0.03 -0.02 0.01 0.21
H -2.4791 -4.2474 1.9483 0.01 0.01 0.01 0.21
S 0.5367 -2.6636 -0.3746 0.09 -0.15 -0.09 -0.17
C 1.2729 -2.4898 -1.8758 -0.03 0.04 0.11 -0.06
N 0.6399 -2.2361 -3.0173 -0.07 0.04 -0.09 -0.57
C 1.4608 -1.8754 -4.1662 -0.01 -0.01 0.01 -0.23
C 2.7863 -2.5895 -3.9358 0.02 0.01 0.00 -0.54
S 2.9863 -2.6149 -2.1285 0.02 -0.07 0.07 0.37
H -0.3484 -2.0309 -2.9772 0.01 -0.01 0.00 0.43
H 1.5988 -0.7911 -4.2016 0.00 0.02 0.03 0.21
H 0.9810 -2.2003 -5.0876 0.00 0.00 0.00 0.22
H 3.6214 -2.0607 -4.3870 -0.01 -0.01 -0.02 0.25
H 2.7624 -3.6150 -4.3005 0.00 0.00 -0.02 0.23
```
Positions in Å, forces in eV/Å.

***

Below is C21H32Ge2ORbS6 as an isolated structure, with properties calculated with ωB97M-V with the def2-TZVPD basis set.

The HOMO energy (spin up / spin down) comes out at -2.89 / -4.17 eV. The calculation puts the LUMO energy (spin up / spin down) at 0.0272 / 0.0618 Ha. For the HOMO-LUMO gap (spin up / spin down), the calculation gives 0.133 / 0.215 hartree. The charge is -1.

The geometry in XYZ format:
```
63
Properties=species:S:1:pos:R:3:forces:R:3:nbo_charge:R:1
Rb 0.2400 0.5139 0.2817 -0.85 0.32 -0.07 0.88
C -1.9555 0.2982 5.8651 -0.09 -0.27 0.17 -0.61
C -1.2158 0.7966 4.6347 0.15 0.17 -0.12 -0.82
Ge -0.5495 -0.6402 3.3638 -0.11 0.00 0.34 0.88
C 1.3807 -0.8282 3.8912 0.02 0.04 -0.16 -0.81
C 1.5912 -1.2407 5.3386 -0.06 -0.06 0.24 -0.61
C -1.4128 -2.3137 3.9636 0.02 -0.09 -0.17 -0.62
C -1.8535 -3.0975 2.9696 0.03 0.11 0.17 -0.44
Ge -1.6858 -2.2720 1.1679 0.10 0.04 -0.04 0.89
C -3.2649 -1.0440 0.9627 0.04 0.00 -0.37 -0.82
C -4.2678 -1.0736 2.0968 -0.18 -0.12 0.36 -0.61
C -2.0564 -3.7049 -0.2124 0.18 -0.02 -0.10 -0.82
C -3.4848 -4.2301 -0.2636 -0.24 0.01 0.12 -0.62
C -2.4396 -4.4185 3.2572 -0.03 -0.14 -0.16 0.05
C -3.6382 -4.5323 3.9589 -0.07 0.06 0.01 -0.25
C -4.2037 -5.7718 4.2109 -0.06 -0.05 0.04 -0.20
C -3.5799 -6.9296 3.7704 -0.01 -0.06 0.02 -0.25
C -2.3779 -6.8321 3.0816 -0.03 -0.04 -0.01 -0.21
C -1.8197 -5.5914 2.8240 0.04 -0.03 -0.10 -0.24
H -2.3093 1.1138 6.5038 0.00 0.03 0.00 0.19
H -1.3274 -0.3519 6.4809 0.01 0.03 -0.02 0.19
H -2.8272 -0.2997 5.5846 -0.01 0.02 -0.01 0.20
H -0.3416 1.3863 4.9362 0.00 -0.01 -0.02 0.20
H -1.8655 1.4864 4.0882 0.03 -0.04 -0.07 0.21
H 1.8739 0.1311 3.7045 -0.03 0.05 -0.03 0.20
H 1.8590 -1.5406 3.2150 -0.04 -0.04 -0.03 0.21
H 1.1365 -0.5200 6.0237 0.00 0.01 0.01 0.19
H 2.6496 -1.3190 5.6107 0.02 0.00 -0.02 0.19
H 1.1274 -2.2088 5.5432 0.01 0.00 -0.01 0.20
H -1.5395 -2.6806 4.9852 0.06 0.13 0.10 0.19
H -3.7578 -1.3067 0.0196 0.02 0.03 0.03 0.20
H -2.8965 -0.0205 0.8349 0.04 -0.04 0.01 0.20
H -4.6957 -2.0732 2.2224 0.00 0.02 -0.03 0.20
H -5.0963 -0.3758 1.9439 0.00 0.03 -0.02 0.19
H -3.7965 -0.8225 3.0520 0.01 0.02 -0.04 0.21
H -1.3489 -4.5273 -0.0609 -0.03 0.03 0.06 0.20
H -1.8031 -3.2794 -1.1895 0.05 0.06 0.05 0.21
H -3.7883 -4.6894 0.6797 0.04 -0.03 0.04 0.20
H -3.6236 -4.9779 -1.0509 0.01 -0.02 -0.01 0.19
H -4.1933 -3.4216 -0.4618 0.01 -0.03 -0.01 0.20
H -4.1347 -3.6284 4.2909 0.01 0.01 0.01 0.22
H -5.1407 -5.8316 4.7522 0.00 -0.02 -0.01 0.20
H -4.0280 -7.8971 3.9606 0.02 0.00 0.00 0.20
H -1.8737 -7.7261 2.7348 -0.02 -0.02 0.01 0.20
H -0.8878 -5.5279 2.2735 -0.01 0.06 0.02 0.21
S -3.4347 3.8111 -6.2744 0.10 -0.03 0.09 -0.10
C -2.5384 3.2870 -4.9958 -0.18 -0.08 0.00 -0.58
S -2.6728 3.9166 -3.4000 -0.07 0.22 0.00 0.47
C -1.4442 2.9618 -2.5909 0.10 -0.13 -0.12 -0.42
C -0.8154 2.0035 -3.4305 -0.09 0.14 0.14 -0.41
S 0.4015 0.9141 -3.0638 0.05 -0.01 0.06 -0.23
S -1.3979 2.0004 -5.0809 0.09 -0.04 -0.20 0.47
S -1.1592 3.3114 -0.9836 0.05 -0.07 -0.03 -0.15
C 5.1441 0.0295 -0.5801 -0.02 -0.16 -0.03 -0.82
S 3.3652 0.2182 -0.8076 0.30 0.05 0.00 1.26
C 3.0602 -1.2392 -1.8070 0.16 -0.07 -0.09 -0.83
O 2.7505 -0.0718 0.5273 0.66 -0.08 -0.07 -1.01
H 5.3575 -0.9263 -0.1026 -0.08 -0.05 -0.01 0.23
H 5.4787 0.8359 0.0688 -0.10 0.05 0.00 0.24
H 5.6498 0.1028 -1.5417 -0.04 0.01 -0.05 0.23
H 3.6815 -1.2052 -2.7019 0.00 0.02 0.00 0.23
H 2.0139 -1.2303 -2.1076 -0.02 0.07 0.05 0.26
H 3.2677 -2.1289 -1.2143 0.06 0.01 0.06 0.24
```
Positions in Å, forces in eV/Å.

***

Q: The lowest charge belongs to which entry?
A: C21H32Ge2ORbS6

***

Q: charge of number 1 (C21H32Cl5N6NiS3Si2Te)?
A: +1